{"formula": "C24H25BF6FeN2O5S", "method": "wB97M-V/def2-TZVPD", "elements": ["Fe", "O", "C", "O", "C", "C", "C", "C", "C", "N", "C", "O", "O", "H", "H", "H", "H", "H", "F", "C", "C", "C", "C", "C", "F", "C", "C", "C", "C", "C", "C", "N", "H", "H", "H", "H", "H", "H", "C", "C", "C", "S", "O", "C", "C", "C", "H", "H", "H", "H", "H", "H", "H", "H", "H", "H", "H", "H", "H", "H", "F", "B", "F", "F", "F"], "positions_angstrom": [[-0.80314, -1.24108, 0.03140], [0.73772, 2.03922, 3.08247], [0.53512, 0.92214, 2.37667], [-0.67618, 0.55473, 1.91414], [1.58497, 0.03191, 2.10552], [2.91080, 0.21899, 2.58668], [3.88042, -0.66717, 2.20124], [3.55337, -1.73896, 1.35443], [2.22474, -1.87744, 0.96154], [1.27435, -1.02510, 1.31957], [1.67694, -2.99631, 0.13249], [2.50365, -3.82235, -0.47447], [0.47335, -3.13550, 0.03377], [-0.08362, 2.49872, 3.31335], [3.10358, 1.05305, 3.24102], [4.89590, -0.54412, 2.54370], [4.32958, -2.42631, 1.05538], [3.43623, -3.59569, -0.34722], [-2.23336, 4.75548, 0.36744], [-2.50093, 3.52687, 0.80767], [-1.44034, 2.73478, 1.21263], [-1.69573, 1.43533, 1.63127], [-3.00814, 0.92947, 1.71744], [-4.03068, 1.78800, 1.30418], [-5.29648, 1.37175, 1.34375], [-3.80226, 3.06786, 0.82960], [-3.26708, -0.43600, 2.21306], [-4.41017, -0.74207, 2.95574], [-4.58933, -2.03656, 3.41660], [-3.60408, -2.98126, 3.17486], [-2.49342, -2.58888, 2.43971], [-2.33495, -1.36262, 1.96651], [-0.43614, 3.11681, 1.13396], [-4.61427, 3.67370, 0.46267], [-5.15184, 0.00963, 3.17070], [-5.48487, -2.30105, 3.96088], [-3.69532, -3.99355, 3.54017], [-1.69208, -3.28201, 2.22370], [2.09703, -1.38480, -3.58382], [1.57000, -0.20274, -4.38894], [0.26496, 0.34782, -3.83910], [0.27471, 1.18502, -2.19593], [0.60647, 0.14544, -1.15083], [1.79314, 2.27380, -2.41304], [3.13804, 1.73652, -1.94560], [3.23812, 1.74507, -0.42796], [3.05648, -1.70758, -3.98457], [1.39691, -2.21354, -3.63655], [2.22015, -1.12329, -2.53461], [1.37608, -0.53088, -5.41362], [2.32855, 0.57998, -4.44963], [-0.46824, -0.44831, -3.73542], [-0.13932, 1.10915, -4.50450], [1.55722, 3.18126, -1.85494], [1.80284, 2.51727, -3.47395], [3.92594, 2.36805, -2.36612], [3.30653, 0.72595, -2.31451], [3.12225, 2.75520, -0.04412], [4.20205, 1.36104, -0.10760], [2.46095, 1.11613, -0.00987], [-2.34510, 0.01217, -1.35647], [-2.65002, -1.31026, -1.84651], [-1.37625, -1.83745, -2.18846], [-3.01389, -2.01575, -0.69475], [-3.52192, -1.31965, -2.84286]], "nbo_charge": [1.690, -0.640, 0.622, -0.492, 0.047, -0.178, -0.161, -0.237, 0.068, -0.486, 0.806, -0.610, -0.644, 0.518, 0.247, 0.241, 0.220, 0.504, -0.295, 0.462, -0.391, 0.311, -0.145, 0.466, -0.295, -0.346, 0.181, -0.211, -0.136, -0.235, 0.066, -0.534, 0.249, 0.265, 0.241, 0.236, 0.239, 0.204, -0.619, -0.411, -0.584, 1.239, -1.089, -0.566, -0.419, -0.615, 0.217, 0.222, 0.200, 0.230, 0.201, 0.265, 0.239, 0.228, 0.239, 0.226, 0.214, 0.205, 0.215, 0.215, -0.581, 1.310, -0.569, -0.555, -0.504], "e_homo_ev": [-10.3, -11.8], "charge": 1, "homo_lumo_gap_ha": [0.2543, 0.2893], "spin_multiplicity": 6, "lumo_energy_ev": [-3.34, -3.93]}



{"formula": "C3H8ClNS", "method": "wB97M-V/def2-TZVPD", "elements": ["C", "N", "C", "C", "S", "H", "H", "H", "H", "H", "H", "H", "Cl", "H"], "positions_angstrom": [[-1.06349, -1.10090, 0.60401], [-0.47125, 0.12035, 0.22277], [-0.81617, 0.49458, -1.11407], [0.46230, 0.82809, 0.88860], [1.05919, 2.23798, 0.38791], [-2.14004, -1.02553, 0.33215], [-0.71512, -2.06601, -0.06286], [-0.74656, -1.39797, 1.52020], [-0.19639, 1.38777, -1.39071], [-0.58500, -0.27847, -1.78746], [-1.85130, 0.70397, -1.11786], [0.79302, 0.49214, 1.87524], [3.27713, -0.83827, -0.18632], [2.99367, 0.44227, -0.17159]], "nbo_charge": [-0.389, -0.383, -0.435, -0.069, -0.174, 0.209, 0.183, 0.214, 0.248, 0.202, 0.199, 0.212, -0.306, 0.291], "e_homo_ev": -8.5, "homo_lumo_gap_ha": 0.3386, "smiles": "CN(C)C=S.Cl", "lumo_energy_ev": 0.69}



{"formula": "C5H8O", "method": "wB97M-V/def2-TZVPD", "elements": ["C", "C", "C", "C", "C", "O", "H", "H", "H", "H", "H", "H", "H", "H"], "positions_angstrom": [[1.83513, -0.40127, 0.24730], [0.49163, 0.23064, -0.07394], [-0.71583, -0.23870, -0.98263], [-1.67443, 0.49296, 0.00516], [-0.57778, 0.16703, 1.00005], [-0.58395, -0.39767, 2.06458], [2.33359, 0.28045, 0.95011], [1.73616, -1.36387, 0.75783], [2.49379, -0.50822, -0.62083], [0.65322, 1.27353, -0.37353], [-0.71985, 0.10184, -2.02129], [-0.90237, -1.31731, -0.94284], [-1.69388, 1.56619, -0.21605], [-2.67542, 0.11440, 0.20607]], "nbo_charge": [-0.615, -0.311, -0.386, -0.504, 0.597, -0.536, 0.221, 0.223, 0.214, 0.216, 0.218, 0.214, 0.223, 0.227], "e_homo_ev": -9.4, "homo_lumo_gap_ha": 0.3811, "lumo_energy_ev": 0.94}



{"formula": "C14H48O10", "method": "wB97M-V/def2-TZVPD", "elements": ["C", "C", "O", "H", "H", "H", "H", "H", "H", "C", "C", "O", "H", "H", "H", "H", "H", "H", "C", "C", "O", "H", "H", "H", "H", "H", "H", "C", "C", "O", "H", "H", "H", "H", "H", "H", "C", "O", "H", "H", "H", "H", "C", "O", "H", "H", "H", "H", "C", "O", "H", "H", "H", "H", "C", "O", "H", "H", "H", "H", "C", "O", "H", "H", "H", "H", "C", "O", "H", "H", "H", "H"], "positions_angstrom": [[13.81367, -27.33034, -0.46638], [14.68684, -27.18107, -1.69391], [15.61432, -28.17129, -1.67385], [14.36089, -27.26456, 0.47400], [13.29479, -28.28579, -0.54375], [13.09492, -26.52051, -0.34116], [15.20542, -26.22285, -1.72539], [13.98099, -27.20116, -2.52424], [16.32739, -27.88237, -2.24800], [6.17930, -22.12468, -3.06202], [7.14914, -22.74501, -4.11736], [7.73826, -23.89880, -3.51551], [6.66047, -21.94113, -2.10135], [5.34040, -22.80247, -2.90413], [5.67532, -21.25882, -3.49145], [7.84264, -21.94955, -4.39014], [6.60780, -23.01065, -5.02536], [8.41411, -24.17240, -4.13998], [10.81372, -20.61421, 1.70100], [10.24923, -21.90849, 2.21361], [8.99286, -22.10746, 1.62013], [11.00273, -20.73949, 0.63484], [11.70491, -20.24434, 2.20802], [10.12592, -19.76867, 1.71007], [10.11627, -21.90414, 3.29547], [10.87442, -22.77086, 1.98217], [8.73887, -23.00328, 1.85383], [5.22648, -24.94392, 0.84897], [6.32439, -24.41852, -0.13829], [6.01924, -24.85091, -1.43732], [5.35851, -24.56160, 1.86115], [5.28872, -26.02767, 0.75033], [4.22341, -24.63639, 0.55337], [7.32388, -24.79777, 0.07448], [6.22720, -23.33290, -0.12824], [6.62724, -24.38363, -2.01490], [13.59389, -23.27574, 1.50936], [13.69608, -23.13892, 0.10724], [13.21220, -24.27410, 1.72308], [14.54175, -23.21458, 2.04408], [12.94405, -22.54040, 1.98377], [12.89168, -23.48061, -0.29000], [10.41755, -23.12805, -1.45824], [11.28355, -24.17571, -1.10107], [9.41231, -23.40834, -1.14358], [10.70853, -22.19158, -0.98235], [10.45237, -22.99623, -2.53968], [10.95544, -25.03532, -1.37494], [10.73902, -20.54597, -4.45952], [11.39009, -19.55928, -5.23488], [10.97225, -20.38780, -3.40658], [9.67456, -20.32496, -4.53808], [10.90705, -21.59512, -4.70272], [11.20431, -19.65872, -6.17147], [9.38662, -25.28248, 2.12199], [8.39921, -24.36085, 2.59501], [10.39876, -25.04240, 2.44764], [9.22363, -26.32366, 2.40037], [9.36252, -25.28298, 1.03226], [7.68922, -24.80537, 3.06398], [8.96953, -27.16265, -1.72238], [10.29209, -26.61180, -1.93576], [8.94687, -27.83661, -0.86601], [8.32222, -26.30641, -1.53283], [8.66212, -27.68944, -2.62575], [10.76047, -27.32990, -2.36770], [12.37734, -24.61960, -4.07262], [12.31300, -24.87522, -5.43726], [11.40109, -24.77541, -3.61355], [13.04625, -25.28220, -3.52342], [12.64858, -23.57559, -3.91584], [13.18629, -24.94792, -5.82926]], "mulliken_charge": [-0.841, -0.078, -0.518, 0.353, 0.310, 0.037, 0.310, 0.091, 0.334, -1.283, 0.133, -0.507, 0.241, 0.377, 0.423, 0.070, 0.348, 0.252, -1.239, 0.373, -0.575, 0.191, 0.365, 0.364, 0.377, -0.230, 0.403, -1.594, 1.086, -0.575, 0.341, 0.383, 0.398, -0.405, 0.182, 0.144, -0.327, -0.599, 0.149, 0.367, 0.003, 0.270, 0.444, 0.325, 0.139, -0.270, -0.228, -0.094, -0.348, -0.557, 0.220, 0.256, 0.133, 0.292, -0.532, -0.614, 0.244, 0.436, 0.021, 0.326, -0.448, -0.426, 0.288, -0.023, 0.349, 0.235, 0.193, -0.558, -0.225, -0.080, 0.284, 0.315], "e_homo_ev": -9.4, "homo_lumo_gap_ha": 0.3556, "smiles": "CCO.CCO.CCO.CCO.CO.CO.CO.CO.CO.CO", "lumo_energy_ev": 0.32}



{"formula": "C4H8N2O", "method": "wB97M-V/def2-TZVPD", "elements": ["C", "C", "N", "C", "C", "N", "O", "H", "H", "H", "H", "H", "H", "H", "H"], "positions_angstrom": [[-0.68228, 1.05912, -0.06817], [-0.22716, -1.33229, -0.48733], [-0.31337, -0.21495, 0.43598], [0.88542, 0.55030, 0.72567], [2.12943, 0.26185, 0.22300], [-2.58825, 0.56654, 0.27684], [-3.14065, -0.37469, -0.14963], [-0.63336, 1.22659, -1.14583], [-0.93215, 1.91459, 0.55368], [0.83530, 1.08989, 1.66362], [0.37954, -2.11150, -0.02620], [0.22016, -1.08502, -1.45685], [-1.23094, -1.69350, -0.71105], [3.00781, 0.53500, 0.78474], [2.29050, -0.39193, -0.61846]], "nbo_charge": [-0.201, -0.430, -0.425, -0.046, -0.475, 0.145, -0.267, 0.202, 0.244, 0.218, 0.220, 0.180, 0.228, 0.211, 0.196], "e_homo_ev": [-6.8, -6.8], "homo_lumo_gap_ha": [0.2565, 0.2584], "lumo_energy_ev": [0.22, 0.25]}



{"formula": "C4H28N2O8", "method": "wB97M-V/def2-TZVPD", "elements": ["C", "N", "C", "C", "C", "N", "H", "H", "H", "H", "H", "H", "H", "H", "H", "H", "H", "H", "O", "H", "H", "O", "H", "H", "O", "H", "H", "O", "H", "H", "O", "H", "H", "O", "H", "H", "O", "H", "H", "O", "H", "H"], "positions_angstrom": [[2.54803, 1.71790, 0.45007], [1.23563, 1.25794, 1.12479], [0.01417, 1.94151, 0.73502], [-1.16472, 1.23139, 1.63130], [-2.22899, 2.18717, 1.86867], [-1.98817, 0.06208, 1.11799], [2.29573, 2.00565, -0.57234], [3.10303, 2.53358, 0.96998], [3.11252, 0.78427, 0.59531], [1.50541, 1.18735, 2.10048], [0.00699, 2.98523, 1.01910], [-0.15099, 1.82480, -0.32815], [-0.74221, 0.83546, 2.58320], [-1.82535, 3.06546, 2.50985], [-3.15245, 1.82482, 2.37354], [-2.51075, 2.68923, 1.04932], [-1.47614, -0.35371, 0.29461], [-2.79419, 0.49331, 0.71817], [-0.90891, -2.75231, 0.98015], [-1.57448, -2.06907, 1.37633], [-0.28771, -3.11323, 1.48639], [0.17840, 0.73196, -3.18853], [-0.34504, 0.36905, -3.88435], [-0.27092, 0.36870, -2.43300], [2.71244, -2.43237, -2.36016], [2.91494, -2.04453, -3.23586], [3.01894, -2.15128, -1.50981], [-3.38682, -0.99740, 3.27220], [-3.38102, -0.18921, 2.64357], [-2.91365, -1.63258, 2.71076], [0.42042, -4.92332, -0.90284], [-0.27693, -4.48476, -1.15318], [0.94244, -4.44751, -0.31312], [2.07596, -1.43855, 0.13999], [1.60280, -2.36744, 0.01124], [1.12974, -1.14140, 0.21600], [1.11558, 4.05906, -2.41951], [1.44102, 3.23197, -2.48595], [0.25867, 3.97113, -2.90727], [-0.25304, -1.35776, -1.87100], [-0.65042, -1.95079, -2.57286], [0.65009, -1.51178, -1.84010]], "nbo_charge": [-0.425, -0.662, -0.214, -0.053, -0.623, -0.886, 0.194, 0.180, 0.217, 0.366, 0.174, 0.194, 0.194, 0.215, 0.205, 0.205, 0.384, 0.354, -0.987, 0.507, 0.468, -0.959, 0.458, 0.485, -1.021, 0.505, 0.515, -0.937, 0.475, 0.454, -0.912, 0.461, 0.454, -0.945, 0.451, 0.495, -0.928, 0.462, 0.468, -0.974, 0.487, 0.499], "e_homo_ev": -9.0, "homo_lumo_gap_ha": 0.3309, "smiles": "CNC[C@@H](C)N.O.O.O.O.O.O.O.O", "lumo_energy_ev": 0.05}



{"formula": "C7H13O2P", "method": "wB97M-V/def2-TZVPD", "elements": ["C", "C", "O", "P", "O", "C", "C", "C", "C", "C", "H", "H", "H", "H", "H", "H", "H", "H", "H", "H", "H", "H", "H"], "positions_angstrom": [[2.93901, -0.53830, -1.44591], [2.37471, 0.35445, -0.32337], [1.22855, -0.31359, 0.16369], [-0.21668, 0.34171, -0.32660], [-0.11279, 0.61169, -1.76949], [-0.66824, 1.83790, 0.54327], [-2.00454, 1.50064, 1.10009], [-2.50351, 0.25090, 0.84616], [-1.67181, -0.68910, 0.01857], [-1.31302, -1.97622, 0.76877], [3.22546, -1.51374, -1.09608], [3.85739, -0.04398, -1.85701], [2.26353, -0.66056, -2.28896], [3.15289, 0.41493, 0.47638], [2.14258, 1.36935, -0.65303], [0.04810, 2.07070, 1.32035], [-0.78173, 2.67132, -0.19410], [-2.60775, 2.28363, 1.58377], [-3.50915, -0.02953, 1.17352], [-2.20618, -0.93430, -0.87332], [-0.60791, -2.56322, 0.16510], [-0.82552, -1.82219, 1.71215], [-2.20340, -2.62249, 0.95606]], "nbo_charge": [-0.626, -0.066, -0.801, 2.182, -1.121, -0.866, -0.177, -0.174, -0.628, -0.600, 0.208, 0.202, 0.233, 0.180, 0.187, 0.249, 0.272, 0.217, 0.217, 0.262, 0.222, 0.216, 0.212], "e_homo_ev": -9.6, "homo_lumo_gap_ha": 0.3885, "smiles": "CCO[P@]1(=O)CC=C[C@@H]1C", "lumo_energy_ev": 0.92}



{"formula": "C7H14", "method": "wB97M-V/def2-TZVPD", "elements": ["C", "C", "C", "C", "C", "C", "C", "H", "H", "H", "H", "H", "H", "H", "H", "H", "H", "H", "H", "H", "H"], "positions_angstrom": [[1.03530, -0.12238, 1.61887], [1.42580, 0.28577, 0.19320], [1.59301, -1.01544, -0.58325], [0.04209, 1.23696, -0.81573], [-1.21521, 0.67497, -0.22292], [-2.04250, -0.36230, -0.85263], [-1.37820, -0.96109, 0.31585], [1.51385, -1.02050, 2.05037], [1.06736, 0.67315, 2.37301], [0.00771, -0.49858, 1.40147], [2.20151, 1.02317, 0.12520], [2.06020, -1.87369, -0.06726], [0.56514, -1.32671, -0.70632], [2.05033, -0.88440, -1.55995], [0.04717, 2.36478, -0.80064], [0.13065, 1.02682, -1.90565], [-1.71227, 1.39511, 0.44054], [-3.10851, -0.29989, -0.78412], [-1.61540, -0.70097, -1.79137], [-0.86294, -1.91283, 0.10530], [-1.91578, -1.10600, 1.25185]], "nbo_charge": [-0.682, -0.122, -0.647, -0.432, -0.184, -0.442, -0.487, 0.212, 0.209, 0.255, 0.196, 0.209, 0.209, 0.210, 0.216, 0.200, 0.221, 0.209, 0.208, 0.225, 0.219], "e_homo_ev": -8.7, "homo_lumo_gap_ha": 0.3636, "lumo_energy_ev": 1.17}



The records above yield energy values of -3701.2420 -1032.2030 -270.5191 -1314.4187 -341.7215 -880.4712 -766.3802 -274.9617 Ha, respectively.
The records above yield ΔE to the lowest compared entry with this formula, charge and spin values of 30.5 19.9 24.3 87.9 177.0 122.3 20.0 97.0 kcal/mol, respectively.